Record 1
Formula: C22H15F3N2O3S
Source: the OMol25 dataset
Level of theory: ωB97M-V with the def2-TZVPD basis set

XYZ file:
```
46
Properties=species:S:1:pos:R:3:forces:R:3
C 1.19201 4.95325 1.07993 -0.3 -0.4 -0.4
C 2.28293 4.28768 0.47044 -0.2 -0.2 0.0
C 2.15674 2.94923 0.06221 -0.3 0.1 0.3
C 0.92333 2.27229 0.24001 -0.2 0.7 0.0
C 0.83357 0.79799 0.05890 1.7 1.2 -0.5
C -0.50847 0.15397 0.30307 -2.6 -3.4 2.6
N -0.63902 0.10247 1.85334 0.6 -2.1 3.0
C 0.42652 -0.14103 2.66076 -0.8 0.5 0.9
C 0.26493 -0.44545 4.02418 -0.2 0.0 -0.6
C -1.02748 -0.60090 4.54753 0.3 0.0 -0.5
C -2.10324 -0.32486 3.69593 -0.7 0.0 0.1
C -1.89610 -0.00381 2.36151 1.0 0.5 0.3
O 1.86646 0.12706 -0.05361 -1.7 0.1 -0.2
C -0.20212 3.00779 0.66186 -0.1 0.6 0.9
C -0.06834 4.32865 1.12203 0.6 -0.1 -0.1
H 1.30380 5.97115 1.47694 0.0 -0.5 -0.3
H 3.23728 4.81799 0.31437 -0.6 -0.4 0.2
H 2.99419 2.39923 -0.39012 -0.4 0.3 0.3
H -1.58086 0.51165 0.13369 2.3 -0.9 1.1
H 1.40237 -0.01045 2.21266 0.0 -0.2 0.0
H 1.15413 -0.58331 4.63794 -0.3 -0.1 -0.2
H -1.19132 -0.96559 5.57798 0.1 0.5 -0.7
H -3.14254 -0.34005 4.07161 0.8 -0.1 -0.3
H -2.69530 0.24788 1.67227 0.0 -0.2 0.0
H -1.21294 2.56870 0.57468 0.9 0.4 0.6
H -0.95241 4.85383 1.51645 0.6 -0.2 -0.3
F -3.15576 1.39964 -2.98523 -1.1 -0.6 0.4
C -2.90673 0.99150 -1.71560 1.5 0.9 -0.5
F -3.71902 1.72740 -0.86744 -0.6 -1.0 -0.6
F -3.26007 -0.32735 -1.61795 -0.1 0.8 0.2
S -1.25374 1.49681 -1.31937 -1.5 4.5 -5.1
N -0.29599 -0.68499 -2.19082 0.1 0.3 0.8
C 0.48558 -1.02643 -3.28877 0.0 0.0 -0.9
O 0.82229 -0.28669 -4.19950 -0.5 -1.3 1.4
C 0.82165 -2.46823 -3.04584 0.9 -1.2 -0.3
C 0.31584 -2.81430 -1.79325 0.3 -1.1 0.6
C 0.40944 -4.07933 -1.23875 -0.2 0.7 -0.4
C 1.08184 -5.02603 -2.01844 0.2 -0.3 0.2
C 1.69737 -4.68735 -3.23928 -0.7 -0.1 0.9
C 1.55227 -3.39448 -3.76575 0.0 -0.2 0.0
C -0.23113 -1.57801 -1.25554 0.3 1.7 -2.4
O -0.47655 -1.29678 0.01226 0.1 0.6 0.2
H -0.08964 -4.23009 -0.27036 0.5 -0.4 -0.5
H 1.13354 -6.04676 -1.63563 0.2 0.2 -0.3
H 2.25435 -5.47887 -3.73370 -0.1 0.3 -0.2
H 1.99633 -3.12501 -4.71761 0.0 0.0 0.1
```
Forces are in eV/Å.

As for the relative energy (zero: lowest compared OMol25 entry of this formula, charge and spin): 100.9 kcal per mole. The total energy comes out at -51161.0509 eV. For the largest force on an atom, the calculation gives 6.9 eV/A. Its LUMO energy is -1.430 eV. The gap between HOMO and LUMO comes out at 0.1822 Eh.


Record 2
Formula: C32H93F3N21O15
Source: the OMol25 dataset
Level of theory: ωB97M-V with the def2-TZVPD basis set

XYZ file:
```
164
Properties=species:S:1:pos:R:3:forces:R:3
C 1.42166 -0.21821 -0.85036 3.5 -0.3 -4.1
O 0.80667 1.05435 -0.72932 -0.6 -0.5 0.4
O 2.66709 -0.06521 -1.53582 -1.7 -0.4 2.2
C 1.44616 -0.92713 0.51019 0.8 0.8 -0.6
F 0.24278 -1.42036 0.75312 -1.2 -0.7 0.5
F 2.32876 -1.95673 0.74851 -0.5 1.0 -0.6
F 1.67028 0.02708 1.40618 0.6 0.2 1.6
C -0.44430 1.24628 -1.38134 0.8 0.1 0.8
C -0.77756 2.66186 -1.09748 -1.0 0.9 0.1
H -0.05674 3.42196 -1.39878 0.2 -0.3 -0.2
H -1.72952 2.85951 -1.59024 -0.1 0.4 -0.1
H -0.95314 2.75178 -0.02549 0.1 0.2 0.1
H -1.25410 0.69661 -0.90155 0.1 -0.7 -0.1
H -0.44198 1.03597 -2.45085 0.4 -0.3 -0.1
H 0.82021 -0.85596 -1.49815 -0.7 -0.2 0.0
C 7.22988 -4.45776 -1.65589 1.0 1.4 -5.1
O 7.62799 -4.00774 -2.74900 0.1 -0.3 1.3
N 7.81157 -5.42179 -0.99556 3.4 -3.5 1.5
N 6.08389 -4.20464 -1.13733 -4.1 1.2 2.5
H 8.39778 -6.05090 -1.52535 0.1 0.4 0.3
H 7.55332 -5.72011 -0.06582 0.0 0.2 -0.3
H 5.42895 -3.49149 -1.42468 0.3 -0.1 0.0
H 5.88159 -4.84234 -0.38068 -1.0 0.8 -0.1
C 6.04129 2.08727 1.11737 4.9 1.2 2.1
O 6.77097 2.75148 1.84281 0.7 1.2 1.0
N 6.51154 1.20396 0.32998 2.6 -4.2 -3.7
N 4.79907 2.16937 1.09911 -6.7 1.7 0.8
H 5.86329 0.66112 -0.22248 0.5 -0.2 -0.1
H 7.50476 1.02142 0.31213 -0.4 0.0 -0.1
H 4.55541 3.00062 1.61848 -1.3 -0.3 -0.3
H 4.23450 1.60184 0.48324 -0.7 0.4 0.2
C -2.65786 -3.24208 -4.03364 3.0 -0.9 1.3
O -1.53574 -3.48838 -3.59731 -0.6 -0.1 -0.2
N -3.78996 -3.63191 -3.53619 -4.0 -2.2 3.7
N -2.93441 -2.58248 -5.10935 0.9 3.2 -5.5
H -3.80632 -4.12141 -2.65289 0.1 0.2 -0.1
H -4.64582 -3.15527 -3.78197 0.2 -0.3 0.1
H -2.20748 -2.50530 -5.80627 0.2 0.3 0.3
H -3.85597 -2.45196 -5.50151 0.2 -0.3 0.4
C 2.18035 -1.56119 -6.16465 -2.9 -2.7 -1.9
O 1.33206 -1.94336 -6.92940 -1.6 -1.5 -3.2
N 3.04629 -2.32619 -5.61174 3.7 -2.6 1.7
N 2.07587 -0.40794 -5.68807 -0.2 6.8 2.3
H 3.20588 -1.97944 -4.67666 0.7 -1.2 0.2
H 2.93524 -3.30226 -5.84639 0.2 0.2 0.6
H 1.18397 -0.00235 -5.93328 0.4 0.5 0.5
H 2.60201 -0.15883 -4.86272 -0.5 0.6 0.0
C -1.12088 4.47552 3.89459 1.3 -0.3 -2.5
O -1.98844 4.75978 3.12229 -2.8 1.0 -1.1
N 0.14368 4.59238 3.54179 3.2 1.2 -1.0
N -1.22815 3.82078 4.99425 -2.1 -1.9 4.5
H 0.30769 4.90903 2.59684 0.4 0.0 0.4
H 0.87523 4.38471 4.20647 0.1 0.2 -0.7
H -0.44218 3.49353 5.53765 -0.4 -0.1 -0.1
H -2.17110 3.53359 5.21439 0.4 -0.1 0.4
C 2.33409 1.30138 6.99439 -0.7 2.8 1.7
O 1.15077 1.22562 7.24761 -1.3 -1.2 0.2
N 3.15936 1.92797 7.84520 0.6 0.4 2.1
N 2.86606 1.16308 5.83074 1.1 -2.3 -5.3
H 4.13872 2.09732 7.66549 -0.4 0.1 0.3
H 2.62679 2.33949 8.59825 0.8 0.1 0.2
H 2.34772 0.60908 5.16401 0.0 0.1 0.0
H 3.80198 1.37439 5.51535 -0.1 0.0 0.7
C -4.31831 8.07243 -0.97122 0.9 0.5 -2.6
O -4.09049 8.49930 -2.07587 0.3 0.4 -1.6
N -5.16599 8.60167 -0.15507 -3.9 3.3 3.2
N -3.78642 7.03466 -0.40451 2.2 -3.8 1.8
H -5.33736 8.20551 0.75805 -0.1 0.3 -0.4
H -5.56465 9.51053 -0.34256 0.2 -0.3 -0.1
H -3.26690 6.31255 -0.88282 0.0 0.5 0.1
H -3.87228 7.02165 0.60175 0.5 -0.8 -0.4
C 4.49607 4.76367 -3.20495 1.2 1.6 -0.6
O 4.72054 5.85450 -3.72589 -0.5 -0.1 0.3
N 5.30146 3.72796 -3.29197 3.5 -3.1 -1.4
N 3.52200 4.42879 -2.39600 -3.6 0.6 1.9
H 5.09069 2.79951 -2.95482 -0.2 0.4 0.2
H 6.21827 3.77389 -3.71321 -0.5 0.4 -0.2
H 3.37260 3.46734 -2.12512 -0.1 0.3 0.2
H 2.92735 5.15236 -2.01791 -0.1 -0.3 -0.3
C 0.66787 -8.15394 0.12378 0.9 -0.6 0.7
C -0.59089 -7.51114 0.63507 0.1 0.5 0.6
C -0.36042 -6.55139 1.75548 1.3 1.2 -0.1
O -0.02838 -7.20003 2.95319 -1.4 -0.5 1.5
C -1.27029 -7.48942 3.63739 0.7 -1.0 1.0
N -1.29764 -6.83065 -0.41976 -0.8 -0.8 -1.0
H 1.07250 -8.78245 0.91709 0.0 -0.4 -0.1
H 1.50306 -7.49185 -0.10469 -0.3 0.5 -0.2
H 0.45462 -8.75074 -0.76304 0.1 -0.2 0.1
H -1.14543 -8.30122 1.14139 -0.8 -0.2 -0.8
H -1.15283 -5.83172 1.96104 -0.4 -0.2 -0.5
H 0.49872 -5.95597 1.44654 0.3 0.3 0.3
H -1.14202 -8.03943 4.56965 1.1 -0.2 0.1
H -1.88019 -8.21905 3.10469 -0.4 0.6 -0.6
H -1.81159 -6.63552 4.04476 -0.1 0.5 -1.0
H -1.15174 -7.47634 -1.18257 -0.8 -0.2 -0.6
H -0.78920 -6.04858 -0.80701 0.3 0.7 0.6
C -7.28502 0.30857 5.36882 1.1 -1.1 0.2
C -6.20756 0.85949 4.39144 -0.2 -1.2 1.7
C -5.33266 -0.20401 3.73417 0.9 -0.6 1.1
O -4.64122 -0.92369 4.77495 -2.4 0.8 0.1
C -3.39645 -1.38545 4.45006 1.2 1.3 -0.8
N -6.88579 1.63436 3.44399 -1.6 1.2 -2.3
H -7.90245 -0.44156 4.87467 -0.4 0.3 -0.4
H -7.88745 1.07963 5.84906 0.0 0.1 -0.3
H -6.84811 -0.30390 6.15754 0.4 0.3 0.2
H -5.55620 1.52158 4.96194 0.3 -0.2 0.2
H -4.59035 0.26327 3.08707 0.2 0.4 0.0
H -5.84091 -0.89888 3.06563 -0.7 -0.2 0.1
H -2.90558 -0.59644 3.88032 0.4 0.1 -0.5
H -3.43613 -2.24287 3.77823 0.4 -0.6 0.5
H -2.80821 -1.36982 5.36757 0.0 -1.2 0.0
H -6.66430 1.40323 2.48607 0.8 0.2 -0.2
H -7.87055 1.41019 3.43435 -0.3 0.1 0.4
C 7.79170 -2.61946 4.23084 0.0 -3.0 0.4
C 6.40413 -3.37334 4.40338 1.5 1.8 -0.4
C 6.41422 -4.93934 4.38558 -0.4 0.3 0.7
O 6.93707 -5.63119 3.26136 0.6 1.4 -1.0
C 6.72358 -7.02220 3.34186 0.3 0.6 1.0
N 5.80158 -2.80393 5.62593 -0.9 -0.8 0.1
H 8.49561 -3.14657 4.87486 0.2 -0.3 0.3
H 7.85536 -1.61992 4.66090 -0.5 0.3 -1.1
H 8.16608 -2.90343 3.24732 0.2 1.2 -0.3
H 5.82147 -3.05005 3.54077 -0.4 0.0 0.2
H 5.37332 -5.25166 4.46968 -0.3 0.1 0.4
H 6.94697 -5.27552 5.27511 0.1 -0.2 0.3
H 7.11810 -7.29377 4.32099 -0.3 -0.7 0.2
H 7.31389 -7.56929 2.60679 -0.2 0.4 -0.3
H 5.65717 -7.23579 3.26935 -0.1 -0.3 0.0
H 6.39479 -2.83251 6.44287 0.4 -0.6 -0.1
H 5.65885 -1.80850 5.53184 -0.3 0.0 -0.6
C -8.67201 -0.68719 -0.39955 1.1 0.8 1.5
C -8.11397 -0.54255 -1.81139 -0.7 0.0 0.7
C -6.65033 -0.25127 -2.06656 1.4 0.3 2.1
O -6.01141 0.83395 -1.28050 -0.5 -1.8 -0.6
C -6.66153 2.05150 -1.29070 -1.0 0.7 -0.4
N -8.45006 -1.75109 -2.57979 -0.7 0.8 -0.7
H -9.72138 -0.96569 -0.30277 0.1 -0.7 -0.6
H -8.71716 0.24372 0.16566 0.4 0.6 -0.2
H -8.01400 -1.28608 0.23009 -0.2 -0.6 0.0
H -8.65471 0.34043 -2.15205 -0.3 -0.3 -1.0
H -6.51139 -0.21863 -3.14717 0.1 0.7 -0.1
H -6.03630 -1.06886 -1.68891 -0.1 -0.4 -0.2
H -6.58615 2.51059 -2.27643 0.0 0.4 -0.1
H -6.29792 2.73228 -0.52100 0.6 -0.2 -0.1
H -7.72173 1.95579 -1.05641 -0.3 -0.1 -0.1
H -8.11720 -2.62032 -2.18769 0.5 0.2 0.5
H -9.45135 -1.80462 -2.45877 -0.3 -0.4 -0.5
C 0.11720 8.09024 -7.35003 -1.2 1.4 0.8
C 0.88700 7.13597 -6.39788 -2.1 1.0 -1.0
C 0.24854 5.72403 -6.37482 -0.8 0.2 0.9
O -1.17531 5.71896 -5.98417 1.5 1.9 -0.4
C -1.70815 4.45883 -6.17763 0.2 -0.8 0.4
N 2.23916 7.18868 -6.89377 0.4 -1.5 0.4
H -0.91840 8.32180 -7.10102 -0.4 -0.9 0.4
H 0.07986 7.90864 -8.42415 0.5 -0.8 0.1
H 0.47330 9.11659 -7.26115 0.9 -0.1 0.0
H 0.92301 7.52783 -5.38139 -0.5 0.2 0.0
H 0.79001 5.10474 -5.65970 0.1 -0.1 0.3
H 0.38176 5.21937 -7.33173 -0.2 0.1 -0.5
H -1.31785 3.82478 -5.38156 0.7 -0.8 -0.5
H -1.46429 4.20869 -7.21013 -0.2 -1.0 0.1
H -2.76939 4.32138 -5.97029 -0.3 1.1 -0.4
H 2.77447 6.70079 -6.18983 0.8 0.1 0.3
H 2.21848 6.50319 -7.63523 0.5 0.0 -0.8
```
Forces are in eV/Å.

The total energy comes out at -104847.2074 eV. The charge is -1. For the largest force on an atom, the calculation gives 7.2 eV/A. Its LUMO energy is 1.646 eV. The gap between HOMO and LUMO comes out at 0.2369 Eh.


Record 3
Formula: C19H33AlBO15
Source: the OMol25 dataset
Level of theory: ωB97M-V with the def2-TZVPD basis set

XYZ file:
```
69
Properties=species:S:1:pos:R:3:forces:R:3
C -2.86828 -4.23394 -1.92246 0.1 -0.1 0.0
C -2.24899 -2.82424 -2.03691 -0.3 -0.1 0.0
C -3.29782 -1.84159 -2.57281 0.1 -0.3 -0.1
C -1.70522 -2.37819 -0.67683 -0.2 0.2 0.0
C -0.75660 -1.17269 -0.66833 0.2 -0.2 0.2
Al 0.58460 -0.90829 -2.11679 -0.2 0.0 -0.3
C 1.78609 -2.58014 -2.37177 0.1 -0.1 -0.1
C 2.16500 -2.67489 -3.77837 0.2 0.2 0.1
O 1.90255 -3.56505 -4.56225 -0.2 -0.1 -0.1
B 1.80055 0.84390 -1.62762 0.1 0.1 0.0
O 2.90986 0.92896 -0.76888 -0.2 -0.1 0.3
O 1.52536 2.11882 -2.13049 0.4 -0.1 -0.3
H -2.31707 -4.96126 -2.52182 0.0 0.0 0.0
H -3.91160 -4.25321 -2.24642 0.0 0.0 0.0
H -2.83856 -4.59473 -0.89170 -0.1 0.0 0.0
H -1.44627 -2.88165 -2.78009 0.1 0.1 0.1
H -3.69135 -2.23507 -3.51530 0.0 0.2 -0.1
H -4.14234 -1.77312 -1.88323 0.1 0.1 0.1
H -2.88892 -0.84591 -2.74812 0.0 0.0 0.0
H -2.59020 -2.13635 -0.07213 0.0 -0.2 0.1
H -1.23468 -3.23077 -0.17534 0.1 0.0 -0.2
H -0.18350 -1.21658 0.27073 -0.1 0.1 0.0
H -1.33455 -0.24908 -0.59042 0.0 0.0 -0.1
H -0.10979 -0.53586 -3.56167 0.1 0.0 0.0
H 2.69041 -2.37901 -1.78340 -0.1 0.1 0.0
H 1.32048 -3.50938 -2.03401 0.0 0.1 0.0
H 2.73783 -1.79430 -4.15903 0.1 0.0 0.1
H 3.02512 0.07606 -0.34003 0.1 0.0 -0.1
H 1.08665 2.01685 -2.98074 -0.4 0.0 0.2
C -3.37588 3.55503 0.17417 0.1 0.0 0.1
C -1.96989 3.01547 0.38589 0.0 0.1 -0.1
O -2.22440 1.63917 0.65732 0.1 -0.1 0.2
C -3.40730 1.29278 0.11162 0.0 -0.1 -0.1
O -3.80578 0.17909 0.00901 -0.2 0.3 0.1
O -4.07660 2.40285 -0.29976 0.0 0.0 0.0
H -3.44237 4.34891 -0.56475 0.0 0.0 -0.1
H -3.83485 3.88208 1.10958 0.0 0.0 0.0
H -1.35239 3.08472 -0.51204 0.0 0.0 0.0
H -1.44545 3.45818 1.22899 0.0 0.0 0.0
C 2.38572 1.05616 2.49892 0.0 0.2 0.1
C 2.14870 2.07134 3.60357 0.2 0.0 0.0
O 0.72483 2.03493 3.74909 0.0 0.0 0.0
C 0.28503 0.82744 3.31137 0.1 0.1 0.1
O -0.81808 0.41907 3.49579 0.1 0.1 -0.1
O 1.26870 0.16837 2.67612 0.0 0.0 -0.1
H 3.31184 0.49839 2.60627 0.0 -0.1 0.0
H 2.34723 1.50539 1.50677 -0.1 -0.1 0.0
H 2.59772 1.77356 4.55297 0.0 0.0 0.0
H 2.46780 3.07777 3.34834 -0.1 0.0 0.0
C -3.71776 -1.03231 2.87672 0.1 0.1 0.1
C -3.18885 -1.03018 4.29797 0.1 0.0 0.0
O -3.82808 -2.18485 4.86531 -0.1 -0.1 0.0
C -4.15767 -3.02496 3.85472 0.0 0.0 0.1
O -4.55586 -4.13716 4.01427 0.0 0.0 0.0
O -3.97488 -2.42999 2.66327 0.0 0.0 -0.1
H -3.00268 -0.66156 2.15025 0.0 -0.2 -0.1
H -4.66220 -0.49486 2.77413 0.0 0.0 0.0
H -2.10934 -1.16642 4.32703 -0.1 0.0 0.0
H -3.46031 -0.14894 4.87227 0.0 0.0 0.0
C 6.48092 3.21672 -2.22555 0.0 -0.1 0.0
C 5.77226 2.06319 -1.53911 -0.1 0.1 -0.2
O 6.27166 2.17225 -0.19411 0.0 0.0 0.0
C 6.66705 3.44094 0.01757 0.0 0.0 0.0
O 6.96874 3.89539 1.07666 0.0 0.0 0.0
O 6.68101 4.13619 -1.14419 0.0 0.0 0.0
H 5.89142 3.69291 -3.00363 0.0 0.0 0.1
H 7.45791 2.93522 -2.62347 0.0 0.0 0.0
H 4.68957 2.17190 -1.52042 0.0 0.0 0.0
H 6.02377 1.08652 -1.94270 0.1 0.0 0.1
```
Forces are in eV/Å.

The total energy comes out at -58228.5766 eV. The charge is -1. For the largest force on an atom, the calculation gives 0.5 eV/A. Its LUMO energy is 2.081 eV. The gap between HOMO and LUMO comes out at 0.2669 Eh.